*i*
A molecular structure, C3H33BeO14, computed with ωB97M-V/def2-TZVPD.

Atoms and positions in Å:
Be: -0.9681 1.3420 -1.5035
C: 0.9719 -1.1320 -1.9105
C: 0.6089 -0.6060 -0.5495
C: 1.7299 0.2090 0.0575
O: -0.5441 0.2140 -0.6115
H: 0.7729 -0.4830 -2.7375
H: 0.3629 -1.9960 -2.2425
H: 1.9939 -1.4830 -1.9725
H: 0.2729 -1.4930 0.0555
H: 2.5959 -0.4140 0.2125
H: 1.3759 0.5490 1.0045
H: 2.0439 1.0900 -0.4435
O: 1.8669 -2.7810 1.8955
H: 1.3209 -2.4150 2.6015
H: 2.4249 -2.0330 1.6235
O: -0.1751 -4.4100 1.3405
H: -0.8721 -4.4090 1.9975
H: 0.4209 -3.6530 1.5095
O: -1.8111 -2.8770 -0.1215
H: -1.3221 -3.5490 0.2475
H: -1.0421 -2.5550 -0.6235
O: 0.1249 2.4700 -1.9505
H: 0.7869 2.9590 -1.4815
H: -0.2271 3.2370 -2.4925
O: -1.7661 0.9460 -2.9955
H: -2.5491 1.3780 -3.4095
H: -1.8811 -0.0280 -3.2385
O: -2.1631 2.2460 -0.6875
H: -2.9911 1.8450 -0.4325
H: -2.4141 3.1530 -0.7715
O: 1.7649 4.0760 -0.6775
H: 1.6359 4.9820 -0.6935
H: 1.2459 3.7780 0.0395
O: -3.3311 -0.4920 -0.3435
H: -2.7471 -1.0980 0.1175
H: -4.1871 -0.3530 0.1115
O: -1.1551 -0.4300 2.3815
H: -0.8601 -0.3950 1.4565
H: -0.7781 -1.1730 2.8065
O: 1.4519 1.7510 3.3475
H: 2.1519 1.2600 3.8135
H: 1.8899 2.2900 2.6875
O: -2.2231 -1.6190 -3.3655
H: -2.9061 -1.5840 -4.0765
H: -1.8521 -2.4740 -3.5415
O: 3.9159 -1.1230 2.6735
H: 3.7389 -0.1900 2.7215
H: 3.6429 -1.5480 3.4345
O: -0.0101 2.8630 1.2415
H: -0.2891 3.7390 1.4205
H: -0.0491 2.4180 2.0755

Values from the calculation:
LUMO ... -0.121 hartree
Total charge ... +1
Frontier orbital gap ... 8.9 eV
Spin multiplicity ... 1



*ii*
A molecular structure, C3H33BeO14, computed with ωB97M-V/def2-TZVPD.

Atoms and positions in Å:
Be: -0.6210 -0.2677 -2.6849
C: -0.9828 -1.5406 0.5691
C: -0.0289 -0.4068 0.1874
C: 1.4232 -0.9362 0.3213
O: -0.2765 -0.0049 -1.1494
H: -0.4950 -2.2060 1.2638
H: -1.2437 -2.1345 -0.2585
H: -1.9816 -1.3075 0.9165
H: -0.1166 0.4261 0.8088
H: 1.4909 -1.8108 -0.2948
H: 1.7796 -1.1964 1.3364
H: 2.1955 -0.3132 -0.0555
O: 4.0241 -0.2803 2.2695
H: 4.1761 0.2808 3.0132
H: 3.0887 -0.3206 2.3974
O: 4.6920 -1.0175 -0.7906
H: 4.5591 -0.9352 0.1726
H: 5.6192 -0.9299 -0.9773
O: -0.8909 3.0706 0.6178
H: -0.0818 3.1328 1.1283
H: -1.0885 3.9538 0.5086
O: -1.9059 -1.4420 -2.7131
H: -2.5487 -1.4720 -3.5132
H: -2.5969 -1.3043 -2.0660
O: -4.1989 -1.4720 -1.1472
H: -5.0776 -1.2650 -1.4531
H: -4.3477 -1.4900 -0.2108
O: -4.6219 -1.1232 1.5312
H: -5.3766 -0.5054 1.4223
H: -3.9255 -0.4971 1.5280
O: -1.0097 1.0457 -3.6083
H: -1.3269 1.8703 -3.2766
H: -0.6848 1.2185 -4.4863
O: -2.8195 1.2390 0.7933
H: -2.9461 0.9042 -0.1526
H: -1.8674 1.2495 0.9020
O: 0.6393 -1.0483 -3.4023
H: 0.4329 -1.3697 -4.3063
H: 1.5962 -0.7789 -3.2895
O: 1.5381 0.6163 3.2529
H: 1.4863 1.5477 3.1611
H: 0.6148 0.4155 3.1586
O: 1.9376 2.2466 1.0398
H: 1.4675 1.4057 0.9973
H: 2.5374 2.0662 0.3404
O: 3.7007 1.5735 -0.9337
H: 4.2882 0.7857 -0.7261
H: 4.1424 2.0638 -1.6024
O: -1.1936 -0.3123 3.2202
H: -2.1127 -0.3002 3.4632
H: -1.0621 -1.1238 2.7776

Values from the calculation:
LUMO ... -0.141 hartree
Total charge ... +1
Frontier orbital gap ... 8.4 eV
Spin multiplicity ... 1



What should be chosen as the most stable of them? Choose *i*.



*i*
A molecular structure, C6H8S, computed with ωB97M-V/def2-TZVPD.

Atoms and positions in Å:
C: -0.1157 0.9186 -0.4187
C: -0.9970 1.5591 -1.1296
C: 1.4343 -0.2880 0.5894
C: -0.8712 -1.0130 0.7498
C: 0.0070 0.2284 0.8891
C: 1.0920 -0.6342 -0.8624
S: -0.3316 -1.6882 -0.9011
H: -0.9268 1.3996 -2.1281
H: -1.6710 2.3102 -0.6745
H: 2.0935 0.5315 0.5627
H: 1.7287 -1.1261 1.2604
H: -0.6983 -1.6492 1.6462
H: -1.9849 -0.7851 0.5118
H: -0.4212 0.7784 1.7157
H: 1.6623 -0.5420 -1.8107

Values from the calculation:
LUMO ... 0.034 hartree
Frontier orbital gap ... 8.3 eV
Spin multiplicity ... 1



*ii*
A single C6H8S molecule, computed with ωB97M-V/def2-TZVPD.

Atoms and positions in Å:
C: 0.0263 1.3794 -0.1559
C: -0.6644 1.6056 1.0067
C: 0.0877 0.0877 -0.8748
C: 1.5071 -1.8038 -0.7261
C: 1.4739 -0.5166 -1.0434
C: -1.6005 0.7525 1.5282
S: -1.6847 -0.8365 1.9883
H: 0.3431 2.1994 -0.8137
H: -0.7002 2.6107 1.2771
H: -0.4883 -0.4498 -0.1919
H: -0.3227 0.2908 -1.8789
H: 0.6221 -2.3631 -0.3448
H: 2.4377 -2.2685 -0.6336
H: 2.1133 0.2630 -1.2697
H: -3.1506 -0.9508 2.1325

Values from the calculation:
LUMO (alpha / beta) ... -0.009 / -0.010 hartree
Frontier orbital gap (alpha / beta) ... 7.2 / 7.2 eV
Spin multiplicity ... 1



What should be chosen as the most stable of them? Choose *i*.



*i*
A single CH4F2Si molecule, computed with ωB97M-V/def2-TZVPD.

Atoms and positions in Å:
C: 0.1595 1.0087 0.1350
Si: -0.0791 -0.8652 -0.1122
F: -0.3361 -1.8454 1.1390
F: 1.2236 -1.4508 -0.8641
H: -0.9521 1.3450 0.1461
H: 0.4289 1.2987 1.1149
H: 0.7588 1.5940 -0.5789
H: -1.2035 -1.0850 -0.9797

Values from the calculation:
LUMO ... 0.033 hartree
Frontier orbital gap ... 12.6 eV
Spin multiplicity ... 1
SMILES ... C[SiH](F)F



*ii*
A single CH4F2Si molecule, computed with ωB97M-V/def2-TZVPD.

Atoms and positions in Å:
C: -0.0418 -0.8597 0.5433
Si: 0.1393 0.6776 -0.4983
F: -0.0664 2.1953 0.0325
F: -1.1494 0.4963 -1.3457
H: 0.6514 -1.1112 1.3907
H: -0.9908 -0.6306 0.9696
H: -0.1438 -1.6902 -0.1612
H: 1.6015 0.9225 -0.9310

Values from the calculation:
LUMO ... 0.036 hartree
Frontier orbital gap ... 12.2 eV
Spin multiplicity ... 1
SMILES ... C[SiH](F)F



What should be chosen as the most stable of them? Choose *i*.



*i*
A single C3H3F3 molecule, computed with ωB97M-V/def2-TZVPD.

Atoms and positions in Å:
C: -0.6553 -1.4792 -0.6862
C: -0.6872 -0.3136 -0.0662
F: -1.7741 0.0088 0.6407
C: 0.4791 0.7047 -0.0274
F: 1.1724 0.2436 1.1138
F: 1.3330 0.7329 -1.0833
H: -1.5763 -1.9925 -0.3567
H: 0.1246 -2.0394 -1.2030
H: 0.0508 1.6942 0.1971

Values from the calculation:
LUMO ... 0.039 hartree
Frontier orbital gap ... 11.5 eV
Spin multiplicity ... 1
SMILES ... C=C(F)C(F)F



*ii*
A single C3H3F3 molecule, computed with ωB97M-V/def2-TZVPD.

Atoms and positions in Å:
C: 1.1077 0.5078 0.0407
C: 0.0008 -0.4673 -0.1622
F: 0.3664 -1.7665 -0.0970
C: -1.3240 -0.2775 -0.0036
F: -1.9013 0.9169 -0.1153
F: -2.2858 -1.2311 0.0398
H: 1.8576 0.4970 -0.7481
H: 1.5470 0.3191 1.0045
H: 0.6315 1.5016 0.0411

Values from the calculation:
LUMO ... 0.031 hartree
Frontier orbital gap ... 10.4 eV
Spin multiplicity ... 1
SMILES ... CC(F)=C(F)F



What should be chosen as the most stable of them? Choose *ii*.



*i*
A gas-phase ion, C2H2N3O (charge +1), computed with ωB97M-V/def2-TZVPD.

Atoms and positions in Å:
C: 0.1190 -0.9081 -0.0455
C: 2.1740 0.4347 -0.0014
N: 0.5100 -2.1230 -0.0061
N: 0.6840 -3.2294 0.0252
N: 0.9310 0.2521 0.0811
O: 3.2926 0.6011 -0.0280
H: -0.9265 -0.7310 -0.2450
H: 0.3737 1.0998 0.2435

Values from the calculation:
LUMO ... -0.211 hartree
Total charge ... +1
Frontier orbital gap ... 8.3 eV
Spin multiplicity ... 1



*ii*
A gas-phase ion, C2H2N3O (charge +1), computed with ωB97M-V/def2-TZVPD.

Atoms and positions in Å:
N: -1.4831 -1.0184 1.8907
N: -0.6295 -0.7703 1.2103
C: 0.3983 -0.5435 0.4963
C: 0.5354 0.1798 -0.7277
N: -0.3442 1.0141 -1.0461
O: -1.1408 1.6033 -1.6282
H: 1.1977 -0.9643 0.9689
H: 1.4662 0.4993 -1.1642

Values from the calculation:
LUMO (alpha / beta) ... -0.273 / -0.273 hartree
Total charge ... +1
Frontier orbital gap (alpha / beta) ... 7.0 / 7.0 eV
Spin multiplicity ... 1
SMILES ... N#[N+]/C=C\N=O



What should be chosen as the most stable of them? Choose *i*.



*i*
A gas-phase ion, C4H5O3S (charge -1), computed with ωB97M-V/def2-TZVPD.

Atoms and positions in Å:
C: 0.5165 -0.6984 -0.4103
C: -0.4214 -1.8861 -0.6308
C: -1.1299 1.0797 0.8300
C: 0.3565 0.6110 0.5767
O: -1.3593 -2.0218 0.1442
O: -0.0140 -2.5419 -1.5661
O: 2.6283 0.4798 -1.2367
S: 1.5910 -0.5071 -1.6597
H: -1.0290 2.1071 1.2499
H: -1.5535 0.3456 1.4596
H: -1.4491 0.9444 -0.1282
H: 0.7694 1.4854 -0.0144
H: 1.0947 0.6024 1.3858

Values from the calculation:
LUMO ... 0.133 hartree
Total charge ... -1
Frontier orbital gap ... 8.4 eV
Spin multiplicity ... 1



*ii*
A gas-phase ion, C4H5O3S (charge -1), computed with ωB97M-V/def2-TZVPD.

Atoms and positions in Å:
C: 0.5961 1.9374 0.2249
C: -0.0749 -0.6090 0.5799
C: -0.4182 -0.3786 -0.8448
C: 0.5790 0.4857 -0.1480
O: 3.1118 0.5394 0.8534
O: 0.5673 2.9081 -0.4830
O: 2.6028 -1.4134 -0.5249
S: 2.5614 0.0801 -0.4255
H: 1.0075 1.9912 1.3159
H: -0.7542 -0.3447 1.3596
H: 0.5401 -1.4750 0.7683
H: -0.0250 -1.1656 -1.6657
H: -1.4217 -0.0623 -1.0153

Values from the calculation:
LUMO ... 0.144 hartree
Total charge ... -1
Frontier orbital gap ... 7.5 eV
Spin multiplicity ... 1



What should be chosen as the most stable of them? Choose *i*.